The following is a DFT calculation (wB97M-V/def2-TZVPD) of 2 unconnected molecules or ions with the total composition C13H29N4OSi in a non-equilibrium geometry.

Geometry as ORCA input:
```
! RIJCOSX wB97M-V def2-TZVPD def2/J DEFGRID3
* xyz 1 1
N -2.303 -2.419 4.261
C -2.726 -3.474 3.372
N -4.059 -3.922 3.878
N -1.861 -4.664 3.482
C -2.937 -3.033 1.871
Si -1.375 -2.456 0.972
C -1.834 -1.547 -0.662
C -1.752 -0.038 -0.367
C -0.809 0.780 -0.967
C -0.828 2.191 -0.564
C -1.742 2.625 0.363
C -2.685 1.770 0.947
C -2.670 0.453 0.574
H -1.420 -2.001 3.996
H -3.023 -1.730 4.428
H -4.526 -4.390 3.100
H -4.610 -3.072 4.010
H -2.139 -5.259 2.702
H -0.895 -4.372 3.340
H -3.758 -2.294 1.860
H -3.330 -3.903 1.303
H -0.428 -3.542 0.657
H -0.679 -1.466 1.830
H -2.858 -1.785 -0.988
H -1.132 -1.819 -1.466
H -0.095 0.375 -1.685
H -0.097 2.878 -0.994
H -1.775 3.676 0.665
H -3.402 2.144 1.680
H -3.400 -0.217 1.037
C 5.066 2.861 -2.868
C 3.815 2.217 -3.445
C 2.525 2.630 -2.735
O 2.426 1.957 -1.492
C 2.815 2.738 -0.362
N 3.931 0.726 -3.278
H 5.298 2.488 -1.869
H 5.931 2.655 -3.501
H 4.948 3.942 -2.811
H 3.752 2.424 -4.513
H 1.672 2.291 -3.333
H 2.438 3.713 -2.638
H 2.652 3.805 -0.521
H 3.864 2.555 -0.121
H 2.213 2.411 0.485
H 4.859 0.363 -3.497
H 3.240 0.225 -3.842
H 3.704 0.510 -2.295
*
```

Properties
- LUMO: -3.50 eV
- HOMO: -10.58 eV
- HOMO-LUMO gap: 7.080 eV
- Maximum force: 2.6 eV/A

=====

The following is a DFT calculation (wB97M-V/def2-TZVPD) of a molecular structure, C13H30Al2BBeBr2ClCs2F8O8S in a non-equilibrium geometry.

Geometry as ORCA input:
```
! RIJCOSX wB97M-V def2-TZVPD def2/J DEFGRID3
* xyz 0 1
O 6.538 -4.311 -1.058
S 5.992 -3.899 -2.323
O 6.101 -2.505 -2.604
O 6.764 -4.800 -3.465
B 4.129 -4.437 -2.253
O 3.288 -3.474 -2.652
O 3.849 -5.664 -1.822
H 3.136 -2.778 -2.006
H 3.154 -6.082 -2.343
C -0.212 -1.301 -4.209
C 0.845 -0.919 -3.191
O 0.962 -1.527 -2.148
C 1.736 0.259 -3.521
H -0.778 -2.155 -3.835
H -0.907 -0.470 -4.376
H 0.268 -1.573 -5.148
H 1.139 1.170 -3.653
H 2.301 0.049 -4.433
H 2.436 0.419 -2.700
Cs -0.878 0.702 -2.052
C -2.072 5.737 3.387
C -3.270 4.815 3.624
C -3.899 4.774 2.237
O -2.832 4.925 1.290
C -1.645 5.334 1.982
H -1.270 5.623 4.117
H -2.394 6.779 3.400
H -2.934 3.812 3.902
H -3.964 5.168 4.387
H -4.601 5.600 2.099
H -4.423 3.838 2.042
H -0.954 4.483 2.011
H -1.169 6.150 1.438
C -6.184 6.536 -0.326
C -6.896 5.220 -0.055
O -7.767 5.259 1.057
C -8.832 6.192 0.987
C -9.771 5.974 -0.186
H -5.619 6.853 0.550
H -5.496 6.427 -1.165
H -6.884 7.335 -0.571
H -6.154 4.455 0.179
H -7.429 4.874 -0.948
H -8.442 7.216 0.984
H -9.385 6.074 1.919
H -9.264 6.089 -1.145
H -10.587 6.696 -0.152
H -10.193 4.969 -0.155
Be -2.008 4.242 5.946
F 4.892 0.703 -6.562
Al 5.675 -0.087 -5.306
F 7.079 -0.840 -5.833
F 4.606 -1.251 -4.665
F 6.065 1.011 -4.084
Cl 5.897 -6.122 -3.976
Cs 7.927 -2.168 -1.112
F 5.815 -7.036 2.931
Al 6.290 -5.672 3.824
F 7.262 -6.148 5.106
F 4.924 -4.867 4.392
F 7.151 -4.635 2.806
Br 2.480 -11.679 3.696
C 3.713 -10.311 3.051
C 4.732 -9.929 4.087
Br 3.984 -8.776 5.448
H 3.108 -9.468 2.736
H 4.200 -10.754 2.186
H 5.526 -9.341 3.630
H 5.156 -10.787 4.597
*
```

Properties
- LUMO: -2.25 eV
- HOMO: -8.30 eV
- HOMO-LUMO gap: 6.050 eV
- Maximum force: 6.0 eV/A